No. 1
35
Properties=species:S:1:pos:R:3:forces:R:3:mulliken_charge:R:1 method="wB97M-V/def2-TZVPD" e_homo_ev=-17.0 lumo_energy_ev=-8.25 total_charge=+2 e_tot_ev=-17101.786 orbital_gap_ev=8.707 de_lowest_kcal_mol=122.3
C -0.04927 0.46082 1.28412 -1.2225 -2.1877 -2.0439 0.254
C 1.40515 1.52536 2.54179 0.3396 0.6731 1.3333 0.226
C 3.88802 1.55752 3.30384 -1.8355 -1.1042 2.1092 -1.149
C -2.34261 -1.90992 1.77188 1.4760 1.1175 -2.1872 -1.256
C -1.79598 0.59476 -3.99896 0.1403 0.9178 -1.2177 -0.825
C 2.85210 1.94545 2.27297 0.9127 -2.3653 -1.0112 -0.643
C -2.47864 -0.73417 0.82804 -0.7546 1.9937 -0.7645 -0.355
C -0.67458 -1.32654 -0.86039 -1.8478 -0.6292 -1.3505 -0.624
C -0.47679 -0.55111 -2.23218 -0.7663 2.2216 5.0372 -0.828
N 0.56613 2.36696 1.84115 0.4299 3.4898 -0.3489 -0.262
N -0.23173 1.83148 1.07436 -0.8724 -1.3972 -0.2197 -0.201
N 0.92122 0.23751 2.17229 -3.2577 2.7687 -3.2635 0.082
N -1.28932 -0.41202 0.07225 2.9814 2.4326 2.6757 0.166
N -1.82773 -0.37167 -2.81954 -1.6398 1.7020 -0.8263 -0.164
H 1.17811 1.84206 3.55246 -0.1191 -0.5565 0.9534 0.454
H 4.77014 2.09317 3.09175 1.2795 0.1587 -0.3429 0.366
H 3.98165 0.45323 3.25683 0.6033 0.6764 0.2085 0.334
H 3.62182 1.81303 4.38322 0.1105 -0.1717 -1.4017 0.322
H -2.22121 -2.80106 1.24468 0.0033 -1.6256 -1.1113 0.370
H -1.44908 -1.86098 2.34782 1.0822 0.6748 0.4174 0.293
H -3.04763 -2.07057 2.46723 -3.1006 -0.1597 2.1521 0.459
H -0.95897 0.19820 -4.57781 -0.2082 0.6409 -0.4100 0.370
H -2.74067 0.60906 -4.62303 0.9807 -0.4949 0.9974 0.343
H -1.62179 1.69022 -3.68423 -0.0279 -2.0035 -0.0400 0.346
H 3.11262 1.30645 1.38493 -0.0598 1.2549 0.1758 0.242
H 2.87626 2.98452 2.06737 -0.2112 0.8926 -0.4025 0.413
H -3.13557 -0.66927 -0.11631 -0.0713 -1.4201 1.5018 0.283
H -2.85686 0.24781 1.26408 0.7286 -1.2693 0.0702 0.369
H -1.43917 -2.18170 -1.06276 1.1699 1.2196 0.4470 0.400
H 0.22159 -1.83907 -0.56679 0.5253 -0.0173 0.2903 0.465
H 0.13262 -1.15619 -2.76356 1.5460 -1.6789 -2.6689 0.527
H 0.07870 0.44377 -1.98370 -1.4255 -1.5725 -0.8273 0.343
H 1.09351 -0.65530 2.40685 1.4714 -3.7026 1.5734 0.110
H -2.57549 0.13890 -2.25434 1.4993 -1.4691 0.2685 0.360
H -2.19176 -1.30669 -3.11801 0.1401 0.9906 0.2269 0.409


No. 2
17
Properties=species:S:1:pos:R:3:forces:R:3:mulliken_charge:R:1 method="wB97M-V/def2-TZVPD" e_homo_ev=-13.4 lumo_energy_ev=-5.80 total_charge=+1 e_tot_ev=-17663.333 orbital_gap_ev=7.551 de_lowest_kcal_mol=68.9
C -0.53551 -0.31784 0.10502 -0.6799 1.5077 0.3365 0.228
C -1.81458 0.53352 0.39826 3.1437 1.6592 0.3077 -0.787
C -0.06023 -0.23605 1.52469 -1.0184 0.6270 -0.8967 0.363
C 1.26008 -0.46884 2.01487 3.4463 -1.8825 1.5992 -1.099
C 0.42840 0.45536 -0.92269 -4.0310 1.5788 -0.4458 -0.896
N -0.16872 0.39569 -2.28347 2.3182 -2.5327 0.2668 -0.562
S -1.31489 0.72899 2.15980 1.0280 -1.2312 -0.5962 0.073
H -0.86243 -1.26363 -0.29888 0.5549 -0.6455 0.0776 0.506
H -2.71635 0.09754 0.25303 -2.8019 -1.3259 -0.2870 0.428
H 1.39521 -0.23590 3.10301 -0.1535 0.1850 -1.0630 0.347
H 1.94853 0.14290 1.37929 -0.5356 0.1952 0.5205 0.340
H 1.91134 -1.48701 1.90159 -2.4232 1.7275 -0.1457 0.341
H 1.39327 -0.01606 -0.84795 0.5486 0.5276 -0.4038 0.477
H -1.75618 1.53044 -0.05440 -0.2318 -0.2798 -0.0027 0.369
H 0.24560 1.57586 -0.68034 1.5289 -1.7848 0.2281 0.365
H -1.12780 0.65566 -2.43003 -0.2422 0.2366 0.4757 0.257
H -0.01842 -0.58301 -2.63169 -0.4513 1.4379 0.0289 0.250